{
  "formula": "C38H38Cl7GeN2NaP",
  "method": "the ωB97M-V functional and the def2-TZVPD basis",
  "homo_lumo_gap_ev": 6.40,
  "fmax_ev_per_a": 0.40,
  "homo_ev": -4.3,
  "total_charge": -1,
  "species": ["Na", "N", "C", "C", "C", "C", "C", "C", "P", "C", "C", "C", "C", "C", "C", "C", "C", "C", "C", "C", "C", "H", "H", "H", "H", "H", "H", "H", "H", "H", "H", "H", "H", "H", "H", "H", "H", "Cl", "C", "C", "C", "C", "C", "Cl", "C", "N", "H", "H", "H", "C", "C", "C", "C", "Ge", "C", "C", "C", "C", "H", "H", "H", "H", "H", "H", "H", "H", "H", "H", "H", "H", "H", "H", "H", "H", "H", "H", "H", "Cl", "C", "C", "C", "Cl", "C", "Cl", "C", "Cl", "C", "Cl"],
  "xyz": [[-0.01464, 0.78377, -2.05598], [-1.11817, 2.16354, 1.35190], [-0.29357, 1.56986, 2.27769], [-0.78064, 1.32139, 3.57040], [0.04434, 0.81632, 4.55359], [1.38332, 0.54675, 4.28516], [1.86193, 0.76260, 3.00594], [1.04587, 1.25122, 1.98726], [1.61864, 1.47487, 0.27151], [2.39505, 3.13036, 0.35546], [1.79438, 4.15476, -0.36855], [2.29973, 5.44906, -0.31080], [3.40834, 5.72245, 0.47211], [4.01008, 4.70540, 1.20625], [3.50341, 3.41883, 1.15272], [3.04537, 0.34938, 0.10139], [4.14562, 0.73787, -0.66227], [5.15795, -0.16438, -0.95339], [5.08167, -1.46938, -0.49144], [3.98334, -1.86853, 0.25615], [2.96990, -0.96923, 0.54536], [-2.10964, 2.09101, 1.50844], [-0.87165, 2.10006, 0.37266], [-1.81941, 1.54106, 3.78854], [-0.35905, 0.62968, 5.54165], [2.03593, 0.15664, 5.05459], [2.89622, 0.52937, 2.78195], [0.92614, 3.93907, -0.97938], [1.82366, 6.23558, -0.88226], [3.80653, 6.72849, 0.51758], [4.87391, 4.92246, 1.82256], [3.97189, 2.62941, 1.72842], [4.21070, 1.75195, -1.03608], [6.00472, 0.15453, -1.54779], [5.86800, -2.17590, -0.72440], [3.90387, -2.89020, 0.60607], [2.10749, -1.29240, 1.11343], [1.81339, -0.83327, -3.57860], [0.56840, -2.01189, -3.94106], [0.65413, -2.67753, -5.14066], [-0.28042, -3.65325, -5.46876], [-1.29114, -3.92206, -4.55570], [-1.35517, -3.23406, -3.36082], [-2.70825, -3.57986, -2.30513], [-0.44304, -2.21654, -2.94994], [-0.45307, -1.48816, -1.84537], [1.46654, -2.43543, -5.81383], [-0.22655, -4.18182, -6.41017], [-2.05219, -4.66086, -4.77049], [-4.66104, -2.74534, 1.97281], [-4.61021, -2.72938, 0.44839], [-4.19589, -1.37805, -0.13466], [-2.81851, -0.89127, 0.30312], [-1.13942, -1.80185, -0.19092], [-0.99466, -3.68383, 0.41720], [-0.00402, -3.86931, 1.56953], [-0.45296, -3.22952, 2.87931], [0.58978, -3.37402, 3.98012], [-5.03285, -3.70084, 2.34720], [-5.31926, -1.95852, 2.35054], [-3.67183, -2.58625, 2.40432], [-5.59434, -2.99787, 0.05273], [-3.91787, -3.50087, 0.10434], [-4.94571, -0.63362, 0.16199], [-4.22723, -1.42825, -1.22624], [-2.76089, -0.81092, 1.39499], [-2.65789, 0.12005, -0.07887], [-0.14869, -0.98052, 0.71364], [-0.67353, -4.26257, -0.45104], [-1.98080, -4.06196, 0.69605], [0.96160, -3.44634, 1.27770], [0.17521, -4.93668, 1.74711], [-1.39374, -3.69223, 3.19721], [-0.66170, -2.16656, 2.72039], [0.81367, -4.42787, 4.16807], [0.25366, -2.92450, 4.91564], [1.51996, -2.87802, 3.69685], [0.91348, 3.03791, -3.75601], [-0.63485, 3.68687, -3.17117], [-1.36619, 2.90133, -2.30342], [-2.58019, 3.45668, -1.93988], [-3.65235, 2.51275, -0.89808], [-3.03524, 4.70576, -2.34887], [-4.56362, 5.33661, -1.82335], [-2.23722, 5.46452, -3.20114], [-2.75538, 7.02388, -3.73144], [-1.01883, 4.94373, -3.63034], [-0.02430, 5.86387, -4.70973]],
  "forces_ev_per_a": [[-0.098, -0.065, -0.161], [-0.011, 0.018, -0.089], [-0.052, -0.028, 0.082], [0.053, 0.010, -0.020], [0.022, -0.021, 0.001], [-0.037, -0.036, 0.027], [0.014, 0.015, -0.037], [0.072, -0.050, 0.043], [0.068, 0.059, 0.026], [-0.053, 0.033, 0.030], [0.047, 0.018, 0.009], [-0.021, -0.009, -0.004], [-0.008, 0.019, -0.002], [0.018, 0.001, 0.011], [-0.007, -0.001, -0.028], [0.007, 0.056, -0.055], [0.002, 0.006, 0.024], [0.002, 0.006, 0.007], [0.011, -0.019, -0.014], [-0.018, -0.036, 0.006], [-0.016, -0.015, 0.013], [-0.013, -0.005, -0.011], [-0.026, 0.041, 0.000], [-0.009, 0.007, -0.004], [-0.002, 0.007, 0.002], [-0.002, -0.004, 0.014], [-0.007, -0.013, -0.004], [-0.007, 0.000, -0.001], [0.001, 0.008, -0.005], [0.000, 0.004, -0.006], [-0.001, -0.012, 0.005], [0.006, -0.009, 0.004], [0.007, 0.020, -0.011], [0.005, 0.001, -0.009], [0.005, -0.007, 0.003], [0.006, -0.008, 0.002], [-0.035, -0.030, 0.009], [0.074, 0.091, -0.017], [0.068, -0.032, -0.065], [0.022, -0.041, -0.032], [-0.061, -0.020, 0.028], [0.079, 0.045, -0.022], [-0.104, -0.020, 0.019], [-0.083, -0.032, -0.149], [0.006, -0.106, -0.004], [-0.147, 0.275, 0.258], [-0.013, -0.007, -0.009], [0.005, -0.003, 0.004], [0.002, -0.011, -0.004], [0.006, -0.002, -0.029], [-0.005, 0.027, -0.013], [0.035, -0.031, -0.030], [0.049, 0.066, -0.037], [0.127, -0.205, 0.072], [0.183, 0.009, 0.115], [-0.118, 0.024, -0.045], [0.034, -0.009, -0.023], [-0.034, -0.012, 0.015], [-0.004, -0.012, 0.003], [0.002, 0.013, 0.004], [0.014, -0.003, 0.023], [0.000, -0.003, -0.010], [-0.049, -0.004, -0.001], [-0.013, 0.011, -0.016], [-0.037, -0.012, 0.047], [-0.015, 0.045, 0.009], [-0.058, 0.009, 0.036], [-0.074, -0.116, -0.084], [0.007, 0.004, 0.010], [0.015, -0.005, 0.022], [0.103, 0.048, 0.018], [0.005, -0.015, 0.004], [-0.017, 0.014, -0.011], [-0.016, 0.004, -0.019], [0.011, 0.022, 0.015], [-0.010, -0.007, 0.023], [0.038, 0.010, -0.021], [-0.026, 0.038, 0.035], [0.017, 0.000, 0.019], [-0.064, -0.016, 0.008], [0.039, -0.119, 0.074], [0.020, 0.059, -0.016], [-0.152, 0.054, 0.063], [0.085, -0.009, -0.045], [0.063, -0.031, -0.032], [0.000, 0.005, 0.001], [0.073, 0.051, -0.058], [-0.008, -0.001, 0.015]]
}